Record 1
The following is a DFT calculation (wB97M-V/def2-TZVPD) of a cluster of 9 separate species, C15H48O9 in total.

Summary:
HOMO-LUMO gap ... 9.87 eV
SMILES string ... CC(C)O.CC(C)O.CC(C)O.CC(C)O.CO.CO.CO.O.O
Highest occupied orbital energy ... -9.7489 eV

Each line ends with the Mulliken charge.
Element x y z (Å)
C  -1.7958  1.1246  5.7765  -0.44
O  -2.4071  1.1208  4.4944  -0.49
H  -2.4740  1.8280  6.2595  0.23
H  -1.7718  0.1070  6.1666  0.19
H  -0.7594  1.4613  5.8036  0.19
H  -2.9098  1.9343  4.4097  0.32
C  4.8043  -1.4020  -2.2279  -0.61
O  5.4743  -0.8060  -1.1792  -0.46
H  5.0145  -2.4540  -2.4206  0.28
H  3.7515  -1.5254  -1.9739  0.23
H  4.9359  -0.9751  -3.2222  0.27
H  6.3909  -1.0316  -1.3537  0.30
C  -4.1720  4.7664  -0.1549  -0.46
O  -4.5591  4.8439  1.2782  -0.51
H  -3.4673  3.9349  -0.1409  0.17
H  -5.0235  4.5755  -0.8080  0.25
H  -3.6813  5.6669  -0.5243  0.27
H  -5.0176  5.6823  1.3705  0.29
C  3.8054  -2.0854  4.1795  -1.13
C  5.2706  -2.5886  4.4216  0.13
C  5.5459  -3.9129  3.6974  -1.03
O  6.0318  -1.6193  3.7276  -0.54
H  3.5871  -2.1950  3.1173  0.29
H  3.5769  -1.0515  4.4383  0.33
H  3.0144  -2.6148  4.7107  0.34
H  5.4580  -2.7413  5.4845  0.33
H  4.8175  -4.6436  4.0489  0.32
H  6.5464  -4.1927  4.0272  0.29
H  5.4248  -3.9458  2.6146  0.31
H  5.6242  -1.6214  2.8585  0.35
C  -4.5227  3.2811  -6.5905  -1.18
C  -4.3982  1.8164  -6.2024  0.67
C  -3.1890  1.3843  -5.3930  -1.45
O  -5.4689  1.4823  -5.3556  -0.58
H  -4.1584  3.9680  -5.8267  0.29
H  -5.5879  3.4259  -6.7706  0.32
H  -4.0727  3.4004  -7.5761  0.33
H  -4.4568  1.3600  -7.1905  0.16
H  -2.2849  1.5887  -5.9667  0.36
H  -3.1591  0.2996  -5.2899  0.37
H  -3.2442  1.8375  -4.4032  0.39
H  -5.2601  0.9711  -4.5703  0.32
C  3.8429  6.7882  0.3690  -1.14
C  3.1943  5.4280  0.6074  0.54
C  1.6653  5.3257  0.5460  -1.30
O  3.6656  4.5872  -0.3506  -0.57
H  4.4343  7.0380  1.2499  0.26
H  3.0358  7.4943  0.1738  0.32
H  4.4498  6.8100  -0.5362  0.31
H  3.5921  4.9439  1.4993  0.30
H  1.2766  4.3082  0.5046  0.33
H  1.3219  5.9134  -0.3053  0.31
H  1.1842  5.7113  1.4448  0.33
H  3.6637  3.6908  -0.0070  0.31
C  -2.1074  -6.5196  -0.9793  -1.33
C  -1.0338  -6.6689  0.0993  0.52
C  -0.7502  -8.1656  0.3732  -1.20
O  0.0892  -5.8918  -0.3627  -0.57
H  -3.0340  -7.0655  -0.8020  0.34
H  -1.7842  -6.6664  -2.0098  0.36
H  -2.5461  -5.5295  -1.1035  0.38
H  -1.3871  -6.1741  1.0040  0.21
H  -1.5095  -8.6922  0.9514  0.33
H  0.0779  -8.2289  1.0791  0.31
H  -0.6807  -8.5172  -0.6562  0.35
H  -0.1269  -4.9566  -0.3783  0.31
O  -5.5977  -0.8195  -0.3557  -0.63
H  -5.7594  -0.1202  0.2775  0.32
H  -6.3125  -1.4405  -0.2152  0.32
O  -1.0484  -1.0629  -0.1760  -0.65
H  -1.9550  -0.9570  -0.4644  0.32
H  -1.0935  -1.0175  0.7790  0.32

Atomic forces in eV per Å
-0.8 0.5 -0.2
0.5 -0.5 -1.0
0.7 -0.4 1.5
-0.5 0.1 0.2
0.0 0.4 -0.3
0.1 -0.1 -0.2
-1.7 -1.6 -1.1
0.9 0.0 0.2
0.9 -0.4 0.4
-0.2 0.8 -0.1
-0.1 0.8 0.1
0.3 0.3 0.5
0.0 -0.3 1.6
0.2 0.3 -1.8
-0.1 0.1 -0.5
-0.1 -0.2 0.2
0.1 0.1 0.3
-0.1 0.0 0.2
-0.4 -0.7 0.5
-2.3 0.1 -2.2
-0.6 -0.5 1.4
1.2 0.6 0.9
0.0 0.0 -0.2
0.8 0.2 0.1
0.1 -0.6 0.0
0.6 0.7 -0.1
0.2 -0.4 0.3
0.0 -0.4 -0.5
0.3 0.6 0.0
0.2 0.3 -0.2
-0.2 -0.4 0.0
0.5 0.0 1.1
0.7 -0.1 -1.4
-2.2 0.2 -0.3
0.0 0.1 -0.2
-0.1 0.3 0.2
0.5 0.4 0.2
-0.1 -1.1 0.2
0.3 0.5 0.5
-0.3 -0.1 0.1
0.4 0.2 -0.1
0.5 0.0 -0.3
-1.0 0.1 0.2
-0.5 -0.5 1.1
-0.2 1.0 0.9
1.5 -2.0 -2.9
0.0 0.5 -0.2
0.2 0.5 0.4
0.1 -0.4 0.2
-0.4 0.8 1.0
0.5 -0.1 -0.4
-0.2 -0.2 -0.1
0.0 0.5 0.1
-0.1 -0.1 -0.3
-1.3 0.5 -0.4
-1.4 1.1 -0.2
0.3 1.7 -0.1
0.8 -1.3 0.3
0.2 -0.7 0.1
0.5 -0.8 0.2
0.5 0.7 0.7
-0.2 -0.1 0.3
-0.7 0.4 -0.5
0.7 -0.3 -0.8
0.7 -1.1 0.5
-0.3 -0.1 0.1
0.2 0.0 -0.2
0.0 0.2 0.2
-0.2 -0.2 0.0
0.2 -0.1 -0.2
-0.3 0.0 -0.1
0.0 0.0 0.3


Record 2
The following is a DFT calculation (wB97M-V/def2-TZVPD) of a cluster of 7 separate species, C15H49ClNO24P5 in total.

Summary:
HOMO-LUMO gap (spin up / spin down) ... 1.55 / 8.84 eV
Total charge ... -1
2S+1 ... 2
Highest occupied orbital energy (spin up / spin down) ... 0.5346 / -6.7051 eV

Each line ends with the Löwdin spin population.
Element x y z (Å)
N  -0.0233  -0.6630  -1.2619  0.00
H  0.8936  -1.0117  -1.5023  0.00
H  -0.0220  -0.4745  -0.2697  0.00
H  -0.7494  -1.3134  -1.5262  0.00
H  -0.1022  0.2066  -1.7696  0.00
Cl  -1.7472  0.5576  -4.4675  0.00
O  -0.4361  -0.0784  -4.4772  0.00
O  -1.6476  1.4989  -3.3491  0.00
O  -1.9370  1.3101  -5.6373  0.00
O  -2.6795  -0.4731  -4.2020  0.00
C  -4.2850  2.9565  4.9295  0.04
O  -3.3330  2.3550  3.9259  0.01
P  -3.8119  1.4013  2.7245  0.00
O  -5.2451  1.3870  2.3258  0.00
O  -3.1458  -0.0298  3.1923  0.01
C  -3.6888  -0.6943  4.3028  0.07
O  -2.7758  1.8858  1.5949  0.00
C  -2.5081  1.0084  0.4719  0.00
H  -4.2726  4.0422  5.0261  0.00
H  -3.8573  2.5701  5.8547  0.02
H  -5.3078  2.6037  4.7976  0.00
H  -3.9256  0.0656  5.0475  0.01
H  -3.0162  -1.3803  4.8177  0.02
H  -4.5843  -1.2777  4.0886  0.01
H  -1.8435  1.4841  -0.2493  0.00
H  -3.4159  1.0381  -0.1308  0.00
H  -2.4042  -0.0651  0.6293  0.00
C  1.8486  2.8614  -3.8332  0.00
O  2.3343  3.2887  -2.5865  0.00
P  1.4796  3.2098  -1.2342  0.00
O  0.6695  1.9876  -1.0691  0.00
O  2.4856  3.6187  0.0281  0.01
C  3.4231  2.6686  0.6889  0.02
O  0.5581  4.5669  -1.4102  0.00
C  -0.8509  4.5701  -1.2333  0.00
H  0.9103  2.3144  -3.7411  0.00
H  2.6933  2.2109  -4.0599  0.00
H  1.7359  3.6513  -4.5758  0.00
H  2.9457  2.3969  1.6304  0.00
H  4.3707  3.1837  0.8460  0.01
H  3.5597  1.7302  0.1514  0.00
H  -1.0071  5.6383  -1.0830  0.00
H  -1.3117  4.1536  -0.3376  0.00
H  -1.4021  4.4363  -2.1641  0.00
C  5.9471  -2.7922  -2.2912  0.03
O  5.4563  -1.5471  -1.8807  0.02
P  4.1324  -0.8932  -2.5587  0.01
O  2.9169  -1.6678  -2.1853  0.01
O  4.2640  0.6432  -2.1735  0.01
C  5.4152  1.3570  -2.5591  0.02
O  4.3693  -0.7675  -4.1323  0.00
C  3.3330  -0.5434  -5.1152  0.00
H  5.4934  -3.5908  -1.7043  0.01
H  7.0370  -2.7776  -2.2834  0.00
H  5.6498  -2.9649  -3.3255  0.00
H  6.2363  0.9272  -3.1328  0.00
H  5.6895  1.8349  -1.6186  0.01
H  4.9077  2.1991  -3.0298  0.00
H  3.5039  0.3574  -5.7047  0.00
H  2.3688  -0.2774  -4.6821  0.00
H  3.2501  -1.3840  -5.8040  0.00
C  -1.3053  -5.3686  -0.0856  0.03
O  -2.6458  -4.8791  0.0995  0.01
P  -3.0658  -3.3712  -0.3773  0.00
O  -1.9943  -2.6713  -1.1488  0.00
O  -4.5173  -3.6434  -1.1413  0.00
C  -4.7645  -4.7912  -1.8720  0.00
O  -3.4854  -2.7904  1.0544  0.01
C  -2.5383  -2.8607  2.1235  0.03
H  -1.1061  -5.7254  0.9249  0.01
H  -0.5947  -4.6132  -0.4214  0.01
H  -1.4608  -6.2723  -0.6748  0.00
H  -5.7710  -5.2074  -1.9158  0.00
H  -4.0929  -5.6330  -1.7038  0.00
H  -4.4589  -4.4883  -2.8735  0.00
H  -3.1218  -2.9765  3.0368  0.01
H  -1.9880  -1.9203  2.1521  0.00
H  -1.8271  -3.6866  2.1391  0.01
C  2.9336  -0.8385  2.4234  0.07
O  2.1227  0.1137  3.0454  0.04
P  0.5426  0.2182  2.7977  0.01
O  0.2468  -0.2618  1.4370  0.01
O  -0.0355  -0.7911  3.8918  0.04
C  -0.2169  -0.4168  5.2844  0.14
O  -0.0081  1.7237  3.2241  0.02
C  -0.0709  2.7534  2.2575  0.01
H  2.2796  -1.5755  1.9573  0.02
H  3.6629  -1.2666  3.1112  0.02
H  3.5112  -0.3861  1.6173  0.01
H  0.3868  0.3644  5.7464  0.03
H  0.2069  -1.3602  5.6286  0.04
H  -1.2802  -0.2366  5.4422  0.02
H  -0.8371  3.4469  2.6041  0.00
H  -0.0949  2.5632  1.1845  0.00
H  0.8470  3.3389  2.3095  0.00

Atomic forces in eV per Å
0.5 0.2 -0.7
0.5 -0.5 -0.2
-0.1 0.2 0.9
-0.5 -0.5 -0.1
-0.4 0.6 -0.3
3.4 0.2 3.1
0.6 -0.3 -0.8
-1.0 0.0 0.2
-1.0 0.3 -1.9
-1.6 -0.2 -0.4
1.1 -1.3 0.0
-1.8 1.0 0.2
0.5 -0.3 -0.2
1.5 0.0 0.9
-0.2 1.0 -1.3
-0.8 0.2 1.2
0.1 -1.2 0.9
-2.1 0.5 -1.6
0.4 0.0 -0.9
-0.4 0.0 0.2
0.2 -0.1 -0.2
-0.3 -0.1 0.3
0.6 0.1 -0.6
-0.2 0.2 -0.4
0.8 -0.1 0.8
-0.4 -0.1 0.0
0.8 0.3 0.8
0.3 -1.3 -0.4
0.3 1.3 2.9
-0.4 1.6 0.2
0.7 0.4 0.2
-0.7 -1.0 -2.1
-1.2 0.2 -0.2
1.6 -2.2 0.7
-0.7 2.5 -0.1
0.0 -0.2 -0.1
-0.5 -0.4 -1.2
0.2 0.3 0.4
0.2 0.2 0.1
-0.2 0.0 -0.1
0.0 0.2 -0.4
-0.3 0.3 0.2
0.5 -0.9 -0.2
0.2 -1.1 0.1
-0.3 -0.8 -1.0
-0.9 2.1 -0.7
-0.6 -1.1 0.1
0.8 1.5 -0.2
-1.0 -2.7 0.8
-0.8 2.8 0.9
0.4 -0.6 -0.3
-0.7 0.5 0.0
0.3 0.0 0.2
-0.1 -0.1 0.4
0.1 -0.2 -0.2
-0.5 -0.5 0.2
1.1 -0.3 0.0
0.8 0.2 -1.0
0.9 0.0 0.0
-0.1 -0.7 0.4
0.0 -0.1 0.4
-1.1 -0.9 1.1
-0.4 1.9 -1.2
-0.4 -1.8 0.1
-1.6 -0.7 0.9
1.7 1.7 3.1
1.4 -1.1 -2.6
-0.3 -0.2 -1.8
0.3 0.6 0.9
0.9 0.1 -0.1
-0.2 -0.3 -0.2
0.8 0.2 -0.6
-0.2 0.8 0.7
0.1 0.0 0.8
-0.6 -0.3 -0.6
0.0 0.2 -0.1
0.0 -0.1 0.1
-0.2 -0.2 -0.7
0.2 -0.7 -1.1
-0.9 2.2 1.1
-0.1 -0.1 0.6
-0.4 0.4 0.2
0.0 2.4 -1.2
0.5 -1.6 -0.1
1.1 -3.5 -0.6
1.0 2.2 0.0
0.4 -0.4 0.1
-0.4 0.0 0.2
0.0 0.2 -0.1
0.1 0.4 -0.9
-0.8 0.1 1.5
0.2 -0.2 0.3
-0.3 -0.4 -0.4
-0.8 -1.1 0.2
0.4 0.1 0.4


Record 3
The following is a DFT calculation (wB97M-V/def2-TZVPD) of a cluster of 10 separate species, C15H50N6O10 in total.

Summary:
HOMO-LUMO gap ... 9.10 eV
SMILES string ... NC(N)=O.NC(N)=O.NC(N)=O.CCO.CCO.CCO.CCO.CCO.CO.CO
Highest occupied orbital energy ... -9.0407 eV

Each line ends with the Mulliken charge.
Element x y z (Å)
C  -1.6072  1.5676  4.2666  -0.44
C  -2.6660  2.6880  4.3350  -0.61
O  -2.6767  3.4079  3.1160  -0.50
H  -1.9915  0.7406  3.6276  -0.05
H  -1.2821  1.1690  5.2054  0.49
H  -0.7164  1.9889  3.8278  0.13
H  -2.4629  3.3877  5.1368  0.41
H  -3.5627  2.1685  4.4835  0.34
H  -3.3937  4.0416  3.0535  0.24
C  4.1323  -1.9016  -2.8858  -1.18
C  3.4954  -2.3081  -1.6273  0.63
O  4.3945  -2.4711  -0.5336  -0.58
H  4.6852  -2.7193  -3.3508  0.35
H  4.7982  -1.0280  -2.8715  0.30
H  3.3397  -1.6408  -3.5817  0.20
H  2.8030  -3.1832  -1.6811  0.35
H  2.6708  -1.6415  -1.4136  -0.46
H  4.0451  -3.2233  -0.1017  0.33
C  -0.8865  -2.5875  -3.7040  -1.49
C  0.4765  -2.2145  -3.2522  -0.17
O  0.3632  -1.2252  -2.2488  0.86
H  -0.7605  -3.4231  -4.3660  0.47
H  -1.3016  -1.7963  -4.3439  0.29
H  -1.5519  -2.8595  -2.9245  0.29
H  1.1575  -2.0187  -4.0970  0.51
H  0.9318  -3.0933  -2.8060  0.27
H  -0.2104  -1.5121  -1.5348  -0.37
C  -1.4817  -3.6611  4.9610  -1.45
C  -1.0698  -2.5491  3.9949  0.50
O  -2.1865  -2.1333  3.1698  -0.62
H  -0.7413  -3.8615  5.6992  0.40
H  -1.7151  -4.5722  4.4758  0.34
H  -2.3255  -3.2996  5.5618  0.35
H  -0.3747  -2.9741  3.2932  -0.01
H  -0.4613  -1.7029  4.4319  0.17
H  -1.8932  -1.4358  2.5528  0.24
C  0.5650  4.4107  0.9408  -0.72
C  -0.4424  4.3612  -0.1862  -0.31
O  -0.3026  3.1074  -0.7183  -0.29
H  0.6239  5.5030  1.2395  0.43
H  1.5697  4.1119  0.5569  0.15
H  0.2286  3.6663  1.6962  -0.06
H  -0.3097  5.2039  -0.9286  0.40
H  -1.3942  4.5270  0.1613  0.42
H  -0.6257  3.1209  -1.6344  0.12
C  0.6924  -3.0212  0.4268  0.47
O  1.6842  -2.7426  1.3424  -0.68
N  -0.3288  -2.2227  0.2217  -0.14
N  0.4330  -4.1354  -0.1458  -0.24
H  -0.2846  -1.3206  0.7525  -0.15
H  -1.2436  -2.6124  -0.0439  0.33
H  1.2294  -4.7519  -0.2510  0.33
H  -0.3477  -4.3812  -0.7413  0.17
C  -2.4592  0.7140  0.3167  0.16
O  -1.8759  0.0884  -0.7148  -0.55
N  -2.2815  1.9171  0.6918  -0.15
N  -3.3254  0.2318  1.1700  -0.21
H  -1.5764  2.4003  0.1317  0.42
H  -2.2949  2.3251  1.6515  0.01
H  -3.7125  -0.7746  1.0533  0.30
H  -3.8557  0.8563  1.8412  0.20
C  -0.4544  1.7509  -4.3645  0.27
O  -0.7457  2.4309  -5.5350  -0.75
N  0.3708  0.6961  -4.3486  -0.19
N  -1.1427  1.9001  -3.2093  -0.31
H  0.7660  0.5513  -5.3125  0.20
H  0.5831  -0.0053  -3.5663  -0.06
H  -1.8015  2.6937  -3.1931  0.28
H  -1.1160  1.2602  -2.4066  0.13
C  1.0691  0.6814  0.8834  -1.04
O  0.1238  0.0658  1.7301  -0.41
H  1.9659  0.0396  0.9321  0.44
H  1.4132  1.6064  1.2429  0.62
H  0.7595  0.6337  -0.1569  0.29
H  -0.5826  0.6427  1.5600  -0.20
C  3.3942  1.7823  -1.6612  -0.82
O  2.0678  2.0690  -2.0160  -0.41
H  4.0893  1.7715  -2.5063  0.29
H  3.4897  0.8017  -1.2958  0.19
H  3.7387  2.4869  -0.9304  0.35
H  1.6723  1.4351  -2.5442  0.17

Atomic forces in eV per Å
-0.5 0.6 -1.3
1.6 -0.4 0.5
0.4 -0.3 -0.8
0.4 0.5 0.4
-0.3 -0.2 0.7
0.4 0.0 -0.4
0.0 0.0 0.4
-1.8 -0.3 0.4
-0.1 0.0 0.3
0.6 -0.2 -1.6
-1.6 -0.4 1.4
0.2 0.9 -1.3
0.2 0.0 0.0
-0.2 -0.2 0.6
-0.1 0.1 -0.2
1.1 -0.3 -0.6
0.2 1.2 0.6
-0.3 -1.0 1.3
0.2 0.4 -2.3
-0.2 -1.2 1.1
1.6 1.3 -1.4
-0.2 -0.8 -0.4
-0.2 0.0 0.5
-0.6 -0.1 0.8
-0.4 0.9 0.4
0.2 -0.4 0.2
-0.2 -0.1 0.4
-0.8 2.2 0.4
0.9 -0.1 -0.8
0.0 0.6 0.5
1.0 -0.1 0.3
-0.4 -0.8 -0.6
-0.2 -0.3 -0.3
0.7 -0.3 -0.3
-1.2 -0.6 0.0
0.1 -0.5 0.5
0.4 1.2 -0.2
2.7 1.9 -0.6
-0.4 -1.1 -1.8
0.0 -1.5 0.5
-0.8 0.2 0.3
0.4 0.9 0.0
0.4 -0.9 0.4
-2.6 0.3 1.2
0.5 -0.4 0.1
3.4 3.0 6.5
-4.1 -1.6 -5.2
-2.0 3.7 0.7
2.2 -5.9 -2.1
-0.4 -0.9 -0.4
0.9 0.6 0.3
-0.3 -0.3 0.3
0.2 0.7 0.2
1.4 -3.7 -4.0
-2.5 2.3 3.9
3.5 6.2 -0.1
-4.4 -5.6 2.3
0.0 0.0 -0.1
-0.8 -0.8 -0.8
1.0 2.6 0.3
1.1 -1.3 -1.5
-2.5 1.6 -4.8
1.8 -3.0 6.2
2.2 -1.3 -1.7
-0.9 1.9 0.4
-0.4 0.0 1.7
-1.0 1.8 -1.2
0.4 -1.1 -0.1
0.0 0.1 -0.5
2.3 -2.6 -0.8
0.6 -0.5 0.5
-0.2 0.1 0.0
-0.1 1.6 0.2
-0.2 0.6 0.0
-2.2 1.0 0.3
0.1 -0.1 -1.3
0.9 2.7 1.7
0.0 0.5 -0.3
0.0 -1.4 1.1
0.0 0.4 0.4
-0.7 -2.1 -1.7